No. 1
The following is a quantum chemistry calculation of a structure of composition C11H40BFeN14O15S2 in a non-equilibrium geometry, from the Open Molecules 2025 dataset.

Element x y z (Å)
Fe -1.6551 0.2057 -1.6549
B 0.2037 0.0010 -0.3964
H 0.3348 0.2941 -1.5365
H -0.2797 1.0057 0.0301
H -0.5315 -0.9247 -0.2621
H 1.2695 -0.1808 0.0667
C -3.5731 0.6337 1.0004
O -2.8447 0.4587 0.0094
N -4.4631 1.6669 1.0583
N -3.6402 -0.2186 2.0654
H -4.5114 2.2866 0.2704
H -5.0893 1.7614 1.8351
H -4.3758 -0.0102 2.7134
H -2.9784 -0.9847 2.1068
C -2.7324 -2.7599 -1.4870
O -1.9259 -1.8400 -1.7673
N -2.9832 -3.1152 -0.1961
N -3.4592 -3.4225 -2.4219
H -3.6899 -3.8038 -0.0148
H -2.5533 -2.6273 0.5707
H -3.3177 -3.2482 -3.3982
H -4.0598 -4.1471 -2.0769
C 0.0771 -0.0871 -4.4153
O -0.8517 0.0426 -3.5913
N 0.6915 0.9768 -5.0148
N 0.6740 -1.2840 -4.6475
H 0.2587 1.8791 -4.9546
H 1.6056 0.8581 -5.4079
H 0.2976 -2.1718 -4.3673
H 1.4765 -1.3122 -5.2523
C -0.7548 -1.3099 3.0845
O -1.3930 -2.0875 2.3593
N 0.1260 -0.4076 2.5706
N -0.8930 -1.3179 4.4562
H 0.4167 0.3780 3.1267
H 0.3436 -0.4158 1.5805
H -1.1918 -2.2137 4.8071
H -0.1563 -0.8380 4.9461
C 4.0997 -0.0189 -1.7035
O 5.1667 -0.3997 -2.1530
N 3.0650 0.3568 -2.5130
N 3.8344 0.1775 -0.3717
H 3.2994 0.3625 -3.4875
H 2.1217 0.4901 -2.2046
H 2.8769 0.2788 -0.0897
H 4.5848 0.2739 0.2835
C 1.5409 -3.8685 -1.1809
O 2.1717 -4.8725 -1.4370
N 0.5723 -3.7926 -0.2001
N 1.8990 -2.6375 -1.6953
H 0.2545 -2.9119 0.1561
H 0.3017 -4.6653 0.2129
H 2.6273 -2.5289 -2.3779
H 1.4588 -1.7653 -1.4635
C -1.6272 3.4893 -1.7707
O -1.4852 2.2552 -1.7667
N -2.8051 4.0455 -2.1704
N -0.6963 4.3865 -1.3573
H -2.9864 5.0275 -2.0611
H -3.5894 3.4547 -2.3912
H 0.2462 4.1491 -1.1041
H -0.8594 5.3507 -1.5927
C -1.6291 3.3085 1.7333
C -2.6558 3.5808 2.8434
O -2.0054 4.4227 3.7971
S -0.8723 5.4807 2.9678
O 0.5813 5.7770 3.4994
O -1.5196 6.5630 2.2104
O -0.5670 4.2968 1.8258
H -1.9956 3.3684 0.7104
H -1.2220 2.3048 1.8635
H -2.8403 2.6080 3.3056
H -3.6184 3.9870 2.5377
C 3.9859 -1.3735 2.6456
C 3.3353 -2.3640 1.6931
O 4.3235 -2.6043 0.7082
S 5.7292 -2.7520 1.4882
O 6.7093 -2.1937 0.6499
O 5.9343 -4.0460 2.0157
O 5.3804 -1.7778 2.7163
H 3.6757 -1.5250 3.6796
H 3.9600 -0.3231 2.3681
H 2.4863 -1.8557 1.2285
H 2.8808 -3.2401 2.1572

Properties
* charge: +1
* frontier orbital gap (alpha / beta): 0.147 / 0.192 Eh
* molar mass: 739.3 g/mol
* E: -120353.471 eV
* spin multiplicity: 9

---

No. 2
The following is a quantum chemistry calculation of a cluster of 11 separate species, C11H40N20O13 in total in a non-equilibrium geometry, from the Open Molecules 2025 dataset.

Element x y z (Å)
C 14.8008 -16.2280 2.9954
O 15.6093 -15.3265 3.2775
O 14.8365 -16.8873 1.9727
O 13.9516 -16.5333 3.8377
C 10.0202 -16.4021 6.0706
O 10.7290 -15.6381 6.7543
N 8.8089 -16.7123 6.3266
N 10.4187 -16.8450 4.9816
H 8.1302 -17.1777 5.7410
H 8.4879 -16.3025 7.1921
H 11.3335 -16.5509 4.6703
H 9.7878 -17.2321 4.2945
C 15.7224 -13.2675 0.3626
O 15.6980 -12.4871 -0.5848
N 16.1500 -14.4317 0.2123
N 15.2282 -12.9349 1.5909
H 16.1272 -15.1664 0.9050
H 16.7358 -14.5898 -0.5952
H 14.6109 -12.1544 1.7637
H 15.3703 -13.5989 2.3385
C 17.3015 -16.8125 5.9776
O 17.9650 -17.4605 6.7588
N 17.6387 -15.7842 5.2634
N 16.0060 -16.9987 5.8025
H 16.9623 -15.5527 4.5499
H 18.5489 -15.3547 5.3481
H 15.8544 -17.9673 6.0451
H 15.5097 -16.5519 5.0448
C 12.5477 -19.3915 1.5888
O 12.0223 -20.4591 1.4035
N 12.2840 -18.6601 2.6579
N 13.4019 -18.8209 0.7407
H 12.9499 -17.9567 2.9441
H 11.7344 -19.1143 3.3733
H 14.0008 -18.0814 1.0792
H 13.7057 -19.4001 -0.0289
C 13.0004 -13.5181 5.3658
O 12.1581 -12.7541 5.7440
N 13.2011 -14.7124 5.8492
N 13.9249 -13.2473 4.5397
H 13.7592 -15.2842 5.2314
H 12.4349 -15.1038 6.3782
H 14.4765 -13.9850 4.1254
H 13.5448 -12.4392 4.0679
C 11.8535 -14.4579 1.5073
O 11.1621 -13.5343 1.2078
N 11.5581 -15.3486 2.4231
N 12.9057 -14.8206 0.8339
H 10.5948 -15.3886 2.7240
H 12.2804 -15.8985 2.8658
H 13.3756 -15.6474 1.1742
H 13.3491 -14.1313 0.2437
C 16.7119 -20.0368 2.1782
O 15.7204 -20.4315 1.6502
N 17.7677 -20.7276 2.4339
N 16.7110 -18.8802 2.7955
H 18.4467 -20.4514 3.1288
H 17.7612 -21.6540 2.0317
H 15.8822 -18.3231 2.6445
H 17.5815 -18.6973 3.2741
C 13.5438 -19.7842 5.7472
O 13.0290 -20.6492 6.4208
N 13.2654 -18.5279 5.7831
N 14.4735 -20.0144 4.9033
H 13.5663 -17.8199 5.1287
H 12.4086 -18.3173 6.2746
H 14.5488 -19.1598 4.3704
H 14.8537 -20.9268 4.6956
C 16.8531 -17.6697 -1.4655
O 17.4145 -17.8619 -2.4976
N 17.3586 -17.7376 -0.2509
N 15.6222 -17.3810 -1.2946
H 18.3628 -17.7819 -0.1523
H 16.8155 -17.3279 0.4956
H 15.1940 -17.1916 -0.3997
H 15.1772 -17.1044 -2.1580
C 19.1868 -14.6519 2.1838
O 20.2034 -14.4288 1.6371
N 18.5135 -15.7883 2.2834
N 18.5334 -13.7353 2.7246
H 17.7278 -15.7564 2.9173
H 18.9756 -16.6344 1.9822
H 18.7737 -12.7560 2.6668
H 17.5819 -13.9610 2.9770

Properties
* charge: -2
* energy above the lowest of the compared OMol25 structures with the same formula, charge and spin: 139.9 kcal per mole
* frontier orbital gap: 0.314 Eh
* molar mass: 660.6 g/mol
* E: -68485.953 eV

---

No. 3
The following is a quantum chemistry calculation of a cluster of 9 separate species, C11H40O10 in total in a non-equilibrium geometry, from the Open Molecules 2025 dataset.

Element x y z (Å)
C 0.1532 1.8863 -1.0050
C -1.0347 0.8693 -1.0848
C -0.6303 -0.6393 -0.8989
O -1.9374 1.2416 -0.2058
H -0.3558 2.8402 -0.8670
H 0.8786 1.9391 -1.8168
H 0.8033 1.6285 -0.1690
H -1.4889 1.0336 -2.0620
H 0.3420 -0.8856 -1.3256
H -1.3907 -1.3860 -1.1277
H -0.4426 -0.7487 0.1693
H -1.9392 0.6432 0.5449
C -2.6442 -1.1920 4.4601
C -2.7201 -0.1057 3.3500
C -2.5767 1.3918 3.6872
O -1.7990 -0.3943 2.2762
H -3.6671 -1.2707 4.8283
H -1.9910 -1.0238 5.3163
H -2.2889 -2.1825 4.1761
H -3.6819 -0.1263 2.8374
H -1.6830 1.7665 4.1860
H -3.4174 1.6347 4.3370
H -2.7610 1.9455 2.7665
H -1.8873 -1.2984 1.9655
C 3.3736 -0.8843 -5.0312
C 3.2525 -1.7915 -3.7997
C 3.7105 -3.2853 -4.0315
O 4.2577 -1.3340 -2.9761
H 3.2761 0.1457 -4.6882
H 2.4764 -1.0733 -5.6206
H 4.3289 -1.0118 -5.5403
H 2.2469 -1.8029 -3.3793
H 4.5425 -3.3393 -4.7335
H 2.9351 -3.9668 -4.3813
H 3.9877 -3.7206 -3.0714
H 4.9786 -1.3070 -3.6096
O 1.2478 3.9694 3.1148
C 1.1896 3.0386 2.0792
C 2.3801 2.0612 2.1207
O 3.5359 2.7680 1.8739
H 0.6938 3.9056 3.8962
H 0.2370 2.5235 2.2033
H 1.1552 3.5197 1.1018
H 2.3708 1.3093 1.3316
H 2.5216 1.5290 3.0614
H 3.2801 3.6089 2.2601
O -4.2937 -1.9268 -0.0155
H -3.8709 -2.6710 -0.4440
H -4.5294 -1.3388 -0.7331
O -3.8756 2.7763 -1.3826
H -2.9838 2.6387 -1.0633
H -4.4245 2.6987 -0.6022
O 3.8440 2.8392 -1.1303
H 4.7739 2.6124 -1.1273
H 3.5691 2.7374 -0.2191
O -1.0575 -3.1589 1.6897
H -0.8595 -3.9476 1.1847
H -0.4394 -3.1803 2.4202
O -3.5108 -4.0102 -1.4869
H -3.5929 -4.6142 -2.2250
H -2.5675 -3.8840 -1.3839

Properties
* SMILES string: CC(C)O.CC(C)O.CC(C)O.OCCO.O.O.O.O.O
* energy above the lowest of the compared OMol25 structures with the same formula, charge and spin: 0.0 kcal per mole
* frontier orbital gap: 0.349 Eh
* molar mass: 332.4 g/mol
* E: -32528.379 eV

---

No. 4
The following is a quantum chemistry calculation of a cluster of 9 separate species, C11H41NO10 in total in a non-equilibrium geometry, from the Open Molecules 2025 dataset.

Element x y z (Å)
C 6.2334 -9.2742 -10.2702
O 6.2396 -10.4843 -9.4804
C 6.1696 -11.6979 -10.2101
C 6.4903 -12.9043 -9.2318
N 5.5967 -12.9155 -8.0960
C 4.2461 -13.3609 -8.2597
C 4.1265 -14.8303 -8.5835
O 4.6012 -15.1730 -9.9048
C 4.4983 -16.5544 -10.0771
H 6.6309 -8.4901 -9.6689
H 5.1793 -8.9628 -10.5056
H 6.8083 -9.4224 -11.1777
H 6.8578 -11.6971 -11.0494
H 5.1103 -11.7811 -10.4772
H 7.5236 -12.8467 -9.0207
H 6.4653 -13.8413 -9.8179
H 5.6048 -12.0338 -7.6064
H 3.6451 -12.7910 -9.0163
H 3.7224 -13.0685 -7.3352
H 3.0905 -15.0473 -8.4837
H 4.6579 -15.4782 -7.8386
H 4.9375 -16.7030 -11.0257
H 3.4718 -16.8186 -10.0994
H 5.0841 -17.0624 -9.3032
C 6.7267 -16.8116 -2.8278
O 5.4733 -16.1147 -3.1446
H 6.5278 -17.4066 -1.8755
H 6.9309 -17.3875 -3.7233
H 7.4394 -16.0722 -2.5797
H 5.5408 -15.8295 -4.0727
C 7.2027 -15.7216 -6.9626
O 6.8451 -14.6092 -6.0694
H 7.4825 -15.4092 -7.9763
H 8.1452 -16.1920 -6.6253
H 6.3738 -16.4085 -6.8846
H 6.2306 -14.0119 -6.6190
C 10.6876 -17.5981 -5.1978
O 9.4416 -16.9487 -4.9122
H 11.5179 -17.1771 -4.7192
H 10.6389 -18.5997 -4.7482
H 10.8492 -17.6654 -6.2604
H 9.6824 -16.0719 -4.6060
C 7.9678 -10.1566 -6.5988
O 6.9760 -10.1749 -5.5470
H 7.4206 -10.2404 -7.5219
H 8.3712 -9.1462 -6.6623
H 8.7604 -10.9214 -6.4099
H 7.4070 -10.3408 -4.7073
C 3.8740 -10.2261 -6.8748
O 4.5097 -11.0897 -5.9372
H 3.5242 -10.6844 -7.7755
H 2.9790 -9.6965 -6.4660
H 4.6483 -9.4888 -7.0722
H 5.3764 -10.6313 -5.7228
O 10.2135 -13.9275 -3.6620
H 9.4238 -13.3524 -3.9219
H 10.9340 -13.3484 -3.4245
O 5.5777 -12.9492 -2.2468
H 5.2418 -12.6393 -3.0695
H 5.6316 -13.8901 -2.3738
O 7.9151 -12.6441 -4.2658
H 7.3367 -12.7028 -3.4827
H 7.6667 -13.3849 -4.8415

Properties
* SMILES string: COCCNCCOC.CO.CO.CO.CO.CO.O.O.O
* energy above the lowest of the compared OMol25 structures with the same formula, charge and spin: 64.5 kcal per mole
* frontier orbital gap: 0.352 Eh
* molar mass: 347.4 g/mol
* E: -34033.690 eV

---

No. 5
The following is a quantum chemistry calculation of a structure of composition C11H44Ag2O15P in a non-equilibrium geometry, from the Open Molecules 2025 dataset.

Element x y z (Å)
Ag -1.5084 0.6129 -1.7527
Ag -0.2636 -3.0945 -0.4542
P 0.3810 -0.4705 -0.0342
O 0.1779 -0.3129 1.4962
O -0.9428 -1.0442 -0.5544
O 1.3127 -1.6101 -0.4986
O 0.4857 0.7936 -0.8953
C -2.7893 3.3067 -0.0195
O -1.7869 2.3582 -0.2055
H -3.4739 3.2174 -0.8629
H -3.3567 3.1461 0.8973
H -2.3176 4.2888 0.0149
H -1.1869 2.2927 0.5410
C 0.4002 0.8925 -4.7778
O 0.0116 0.3944 -3.5474
H -0.4718 1.2688 -5.3127
H 1.1039 1.7002 -4.5767
H 0.9687 0.1511 -5.3392
H 0.8441 -0.0179 -3.3057
C 1.6848 -3.4808 2.1910
O 0.4960 -2.8415 2.0084
H 2.2593 -3.1665 3.0623
H 1.5880 -4.5612 2.2984
H 2.3299 -3.3938 1.3167
H 0.6459 -1.8982 2.1052
C -2.9667 0.0974 2.3985
O -2.1424 -1.0584 2.3520
H -3.9777 -0.2753 2.5628
H -2.6879 0.7490 3.2266
H -2.9799 0.6009 1.4318
H -1.2516 -0.7773 2.1305
C -0.2675 0.5248 4.6487
O 0.7622 -0.3059 4.0954
H -1.1547 -0.1078 4.6761
H -0.0615 0.7581 5.6933
H -0.4496 1.4078 4.0360
H 0.6044 -0.3196 3.1485
C 3.6384 -0.4758 -2.6635
O 2.2886 -0.9314 -2.8914
H 4.1685 -1.2719 -2.1408
H 4.1932 -0.2930 -3.5838
H 3.6587 0.3968 -2.0107
H 2.0141 -1.2878 -2.0433
C 3.5617 -0.1287 1.4621
O 3.6058 -1.3514 0.8025
H 4.5542 -0.0206 1.8995
H 3.3692 0.6596 0.7344
H 2.7253 -0.1925 2.1581
H 2.8031 -1.4791 0.2916
C -3.2914 -3.8639 1.3230
O -2.3332 -3.0417 0.7564
H -3.3082 -4.7450 0.6816
H -3.0641 -4.1598 2.3472
H -4.3035 -3.4594 1.3134
H -2.3591 -2.2350 1.2762
C -3.0584 -1.1354 -4.3189
O -2.4403 -1.0915 -3.0693
H -4.0652 -0.7205 -4.2704
H -2.4723 -0.5809 -5.0517
H -3.0616 -2.1447 -4.7305
H -2.2076 -2.0028 -2.8770
C 1.3933 2.7171 1.8276
O 0.0684 2.2945 1.8744
H 2.0446 1.9522 2.2504
H 1.8153 2.8397 0.8301
H 1.5374 3.6582 2.3584
H 0.0277 1.3482 1.7177
C 1.3634 3.8183 -1.7315
O 1.9868 2.5863 -2.0154
H 2.1169 4.5186 -1.3711
H 1.0690 4.3067 -2.6604
H 0.5211 3.7777 -1.0409
H 1.4215 1.9137 -1.6285

Properties
* frontier orbital gap (alpha / beta): 0.200 / 0.185 Eh
* molar mass: 663.2 g/mol
* E: -60113.433 eV
* spin multiplicity: 4

---

No. 6
The following is a quantum chemistry calculation of a structure of composition C11H44AsF6N22O11 in a non-equilibrium geometry, from the Open Molecules 2025 dataset.

Element x y z (Å)
As -0.2435 0.6550 0.0664
F 0.0289 -0.9271 0.6935
F 0.4509 0.1467 -1.5117
F -0.3590 2.2983 -0.5781
F -0.8003 1.3604 1.6313
F 1.3359 1.0320 0.7232
F -1.8440 0.2954 -0.5039
C 5.1354 1.2924 1.2224
O 5.3704 0.2355 0.6223
N 3.8676 1.7157 1.4744
N 6.0905 2.1757 1.5526
H 3.7029 2.5669 1.9786
H 3.0984 1.1608 1.1343
H 7.0317 1.9690 1.2648
H 5.9590 3.1075 1.8981
C 1.5734 -0.0797 4.8361
O 2.3795 -0.5445 5.6473
N 1.9141 0.6408 3.7603
N 0.2373 -0.2172 5.0255
H 1.2417 0.9017 3.0627
H 2.8616 0.9155 3.5796
H -0.4253 0.0473 4.3183
H -0.1201 -0.5507 5.9000
C -0.4563 5.2640 1.9628
O -0.8425 6.1657 2.7160
N 0.6682 4.5774 2.2625
N -1.0947 4.8822 0.8312
H 1.0344 4.6835 3.1891
H 0.8636 3.7663 1.6976
H -0.8143 3.9935 0.4474
H -2.0154 5.2750 0.7482
C 4.3359 0.8273 -2.8753
O 3.7821 0.8264 -3.9752
N 3.7549 0.3079 -1.7479
N 5.6074 1.2305 -2.6146
H 2.9387 -0.2746 -1.8013
H 4.2450 0.3819 -0.8649
H 5.9340 1.0156 -1.6895
H 6.2271 1.6720 -3.2656
C 2.0939 -3.6827 0.3315
O 1.9985 -3.9041 1.5485
N 3.1717 -4.0762 -0.4009
N 1.1874 -3.0012 -0.3868
H 3.1693 -3.9237 -1.4066
H 3.9566 -4.4756 0.0757
H 1.3826 -2.8376 -1.3616
H 0.5004 -2.4065 0.0547
C -6.4397 -1.1931 0.7803
O -6.7016 -1.0766 1.9760
N -5.2935 -0.7277 0.2295
N -7.3011 -1.8016 -0.0805
H -4.6993 -0.1986 0.8514
H -5.1863 -0.7426 -0.7636
H -8.0124 -2.3386 0.3799
H -7.0540 -1.7209 -1.0450
C 0.2792 3.3885 -3.9672
O 1.1075 3.7509 -3.1547
N -0.6200 2.3742 -3.7764
N 0.1198 3.9862 -5.1893
H -1.4051 2.3271 -4.4015
H -0.7710 1.8230 -2.9493
H 0.8640 4.5145 -5.6040
H -0.6054 3.6647 -5.8017
C -4.1387 1.9954 2.5966
O -5.1704 2.1991 3.2066
N -2.9244 1.8045 3.2411
N -3.9945 1.8549 1.2531
H -2.9506 1.9151 4.2376
H -2.0892 1.5379 2.7165
H -3.0887 1.8751 0.8327
H -4.7408 2.1611 0.6505
C -3.8101 -3.3626 -1.9208
O -2.8515 -4.0557 -1.6397
N -5.0665 -3.8822 -2.1305
N -3.7654 -2.0171 -2.1412
H -5.1464 -4.8807 -2.0535
H -5.8174 -3.2822 -2.3965
H -4.4784 -1.6225 -2.7190
H -3.0032 -1.5587 -1.6686
C 3.3277 -2.0911 -3.6542
O 2.9561 -2.9629 -2.8487
N 4.4444 -2.2650 -4.4297
N 2.5541 -1.0573 -3.9251
H 4.7893 -3.2098 -4.4283
H 4.5367 -1.7876 -5.3086
H 2.7200 -0.3221 -4.5921
H 1.7064 -0.8506 -3.4225
C -1.8308 -4.0437 2.5423
O -2.5978 -4.9944 2.4990
N -0.6661 -4.0908 3.2311
N -2.1598 -2.7531 2.1807
H -0.6243 -4.8552 3.8839
H 0.0632 -3.4092 3.3250
H -3.0990 -2.4842 1.9450
H -1.4799 -2.0181 2.1801

Properties
* charge: -1
* energy above the lowest of the compared OMol25 structures with the same formula, charge and spin: 48.8 kcal per mole
* frontier orbital gap: 0.302 Eh
* molar mass: 849.5 g/mol
* E: -144586.032 eV

---

What is the formula in the fifth record? C11H44Ag2O15P